Entry 1:
DFT (ωB97M-V/def2-TZVPD) results for a molecular structure, C40H42BrN6O4SSeW.

The geometry in XYZ format:
```
96
Properties=species:S:1:pos:R:3:mulliken_charge:R:1
W 0.015 -0.889 0.863 0.33
O -1.056 -4.209 3.116 -0.75
C -0.540 -3.300 2.490 -0.15
N -1.042 -2.095 2.162 1.24
C -2.232 -1.586 2.708 -1.15
C -3.265 -2.305 3.291 -0.24
C -4.382 -1.614 3.750 -0.85
C -4.463 -0.237 3.619 -0.83
C -3.421 0.487 3.043 -0.33
C -2.296 -0.197 2.597 0.14
N -1.143 0.350 1.996 1.54
C -0.761 1.627 2.275 -0.29
O -1.383 2.458 2.904 -0.68
C 0.613 1.942 1.767 0.84
C 1.178 3.180 1.980 -0.74
C 2.465 3.403 1.514 -0.84
C 3.114 2.377 0.853 -1.39
C 2.461 1.165 0.690 0.19
N 1.233 0.952 1.143 0.58
C 0.922 -3.415 2.097 0.96
C 1.671 -4.480 2.530 -0.78
C 3.044 -4.465 2.299 -0.51
C 3.603 -3.373 1.669 -1.40
C 2.767 -2.338 1.268 -0.14
N 1.454 -2.382 1.451 0.54
H -3.200 -3.378 3.373 0.55
H -5.197 -2.165 4.202 0.48
H -5.344 0.289 3.963 0.44
H -3.479 1.559 2.949 0.55
H 0.592 3.928 2.495 0.64
H 2.949 4.359 1.661 0.50
H 4.114 2.497 0.459 0.57
H 2.925 0.361 0.147 -0.12
H 1.164 -5.283 3.047 0.62
H 3.664 -5.292 2.620 0.49
H 4.666 -3.299 1.489 0.54
H 3.159 -1.468 0.765 0.43
C 0.922 4.821 -4.832 -2.06
C -0.123 4.655 -3.728 1.96
C -1.513 4.924 -4.323 -1.74
C 0.159 5.684 -2.623 -1.63
C -0.073 3.260 -3.101 -0.45
C -1.114 2.819 -2.295 0.07
C -1.015 1.605 -1.646 0.10
Br -2.551 0.967 -0.742 -0.09
C 0.120 0.793 -1.746 0.13
O 0.249 -0.307 -0.966 0.47
C 1.101 1.130 -2.692 -1.46
C 0.984 2.381 -3.305 -0.08
C 2.141 0.115 -3.214 2.36
C 1.341 -0.993 -3.918 -1.52
C 3.094 0.723 -4.251 -2.45
C 3.027 -0.497 -2.126 -1.16
H 0.797 5.797 -5.303 0.46
H 0.818 4.060 -5.608 0.43
H 1.941 4.777 -4.441 0.34
H -1.498 5.853 -4.895 0.46
H -2.276 5.032 -3.552 0.34
H -1.818 4.118 -4.994 0.37
H 0.175 6.695 -3.036 0.45
H 1.127 5.494 -2.152 0.33
H -0.609 5.647 -1.847 0.35
H -2.013 3.406 -2.165 0.34
H 1.757 2.674 -3.994 0.64
H 0.841 -0.590 -4.800 0.41
H 0.573 -1.409 -3.265 0.15
H 2.001 -1.803 -4.240 0.38
H 2.568 1.084 -5.135 0.46
H 3.792 -0.048 -4.583 0.47
H 3.681 1.545 -3.835 0.46
H 2.442 -0.978 -1.344 -0.42
H 3.665 0.269 -1.677 0.35
H 3.681 -1.249 -2.573 0.71
Se 0.678 -3.507 -1.316 0.33
N -0.600 -2.590 -0.427 -0.38
C -1.755 -3.135 -0.734 1.35
C -3.040 -2.690 -0.267 -0.19
C -4.129 -3.371 -0.667 -1.08
C -4.055 -4.519 -1.547 -0.72
C -2.880 -4.962 -2.024 -0.82
C -1.676 -4.273 -1.632 0.19
N -0.474 -4.608 -2.038 -0.74
H -3.116 -1.833 0.383 0.45
H -5.103 -3.046 -0.323 0.48
H -4.970 -5.022 -1.827 0.40
H -2.806 -5.814 -2.686 0.50
C 0.093 -1.954 5.515 -0.53
S 1.074 -0.557 5.002 0.14
C -0.105 0.706 5.422 -0.57
O 1.135 -0.618 3.500 -0.24
H -0.902 -1.892 5.072 0.00
H 0.040 -1.961 6.604 0.51
H 0.607 -2.851 5.171 0.23
H -0.214 0.722 6.508 0.50
H -1.058 0.497 4.933 0.02
H 0.295 1.660 5.081 0.27
```

As for the net charge: +1. The electronic energy comes out at -207339.365 eV. The calculation puts the HOMO-LUMO gap (alpha / beta) at 6.72 / 6.72 eV. The calculation puts the highest occupied orbital energy (alpha / beta) at -10.29 / -10.29 eV. Its energy relative to the best compared isomer or geometry (same formula, charge and spin) is 2.1 kcal/mol.

***

Entry 2:
DFT (ωB97M-V/def2-TZVPD) results for a molecular structure, C40H42Cl2F5N4PS7SeTi.

The geometry in XYZ format:
```
103
Properties=species:S:1:pos:R:3:mulliken_charge:R:1
Ti -1.036 0.189 0.969 -0.30
C -2.364 -4.438 -3.737 -0.98
C -2.920 -3.149 -3.156 -0.01
N -2.688 -3.077 -1.724 0.00
C -2.300 -1.960 -1.047 0.21
S -2.389 -1.995 0.656 -0.47
N -1.891 -0.954 -1.804 -1.02
N -1.468 0.123 -1.063 1.56
C -1.296 1.214 -1.732 0.59
C -1.503 1.304 -3.203 -1.53
C -0.984 2.423 -0.935 0.60
C -0.985 3.684 -1.506 -0.83
C -0.779 4.786 -0.691 -0.99
C -0.589 4.594 0.663 -1.24
C -0.604 3.302 1.164 -0.71
N -0.790 2.238 0.380 0.85
H -2.510 -4.466 -4.818 0.37
H -1.297 -4.518 -3.531 0.05
H -2.859 -5.314 -3.311 0.38
H -2.433 -2.287 -3.603 -0.05
H -3.993 -3.063 -3.364 0.37
H -3.096 -3.791 -1.142 0.28
H -2.554 1.513 -3.427 0.35
H -0.894 2.094 -3.637 0.48
H -1.253 0.355 -3.664 -0.02
H -1.162 3.799 -2.564 0.56
H -0.773 5.782 -1.116 0.43
H -0.416 5.412 1.347 0.58
H -0.437 3.102 2.212 0.81
Cl -0.868 -0.791 3.225 -0.11
C 0.633 -1.746 3.220 0.43
C 1.055 -2.175 4.459 -0.87
C 2.182 -2.980 4.528 -0.57
C 2.817 -3.347 3.352 -0.65
C 2.355 -2.884 2.132 0.43
Cl 3.189 -3.431 0.701 -0.15
C 1.262 -2.018 2.006 -0.64
S 0.796 -1.353 0.456 0.89
H 0.517 -1.876 5.347 0.47
H 2.554 -3.322 5.483 0.37
H 3.680 -3.997 3.367 0.43
C 1.871 3.977 5.105 -0.70
S 1.522 4.800 3.538 -0.09
C 2.575 3.914 2.450 0.19
C 2.539 2.587 2.174 -0.40
S 1.446 1.362 2.710 -0.18
S 3.831 2.064 1.121 0.07
C 4.564 3.576 0.783 0.04
S 5.827 3.779 -0.278 -0.31
S 3.837 4.843 1.675 -0.23
H 1.113 4.324 5.806 0.34
H 2.861 4.239 5.474 0.32
H 1.776 2.900 4.973 0.13
C 1.489 0.518 -5.415 -1.84
C 1.707 -0.928 -4.960 2.22
C 2.782 -1.577 -5.833 -1.82
C 0.404 -1.711 -5.184 -1.67
P 1.936 -0.933 -3.080 1.14
C 2.269 -2.717 -2.815 0.62
C 3.469 -3.385 -3.056 -0.17
C 3.587 -4.752 -2.849 -0.85
C 2.492 -5.484 -2.408 -0.87
C 1.289 -4.838 -2.167 -0.37
C 1.185 -3.468 -2.358 -0.84
C 3.517 0.003 -2.661 2.06
C 4.618 0.098 -3.718 -1.95
C 3.039 1.428 -2.325 -1.39
C 4.118 -0.587 -1.379 -1.44
H 1.122 0.526 -6.447 0.54
H 2.410 1.100 -5.389 0.31
H 0.755 1.030 -4.795 0.07
H 2.399 -1.662 -6.856 0.54
H 3.028 -2.586 -5.494 0.26
H 3.698 -0.994 -5.876 0.31
H 0.048 -1.538 -6.205 0.63
H -0.382 -1.415 -4.487 -0.18
H 0.560 -2.785 -5.058 0.35
H 4.332 -2.834 -3.410 0.18
H 4.534 -5.245 -3.029 0.43
H 2.583 -6.551 -2.244 0.37
H 0.433 -5.394 -1.803 0.50
H 0.254 -2.962 -2.128 0.23
H 4.304 0.643 -4.607 0.36
H 4.985 -0.880 -4.032 0.24
H 5.462 0.642 -3.285 0.52
H 2.532 1.898 -3.171 0.25
H 3.896 2.053 -2.053 0.21
H 2.348 1.413 -1.479 0.17
H 4.548 -1.575 -1.536 0.25
H 3.374 -0.667 -0.585 0.10
H 4.914 0.080 -1.034 0.49
F -4.971 3.625 6.741 -0.32
C -4.640 3.059 5.571 0.54
C -5.620 2.663 4.680 0.18
F -6.912 2.847 4.988 -0.31
C -5.263 2.078 3.477 0.43
F -6.274 1.730 2.668 -0.31
C -3.941 1.853 3.103 -0.32
Se -3.596 1.033 1.412 -0.15
C -2.991 2.261 4.024 0.26
F -1.675 2.096 3.788 0.07
C -3.315 2.860 5.231 -0.24
F -2.349 3.253 6.073 -0.29
```

As for the multiplicity: 2. As for the net charge: -1. The electronic energy comes out at -260356.727 eV. The calculation puts the HOMO-LUMO gap (alpha / beta) at 6.37 / 6.14 eV. The calculation puts the highest occupied orbital energy (alpha / beta) at -4.70 / -4.72 eV. Its expectation value of S² is 0.762. Its energy relative to the best compared isomer or geometry (same formula, charge and spin) is 6.0 kcal/mol.

***

Entry 3:
DFT (ωB97M-V/def2-TZVPD) results for a molecular structure, C40H42N2P2Pd.

The geometry in XYZ format:
```
87
Properties=species:S:1:pos:R:3:mulliken_charge:R:1
Pd -0.036 -0.130 0.127 -1.01
C 5.802 -1.686 -0.234 -0.61
C 5.196 -2.206 -1.366 -0.64
C 3.942 -1.757 -1.757 -0.59
C 3.286 -0.788 -1.008 0.54
C 3.900 -0.270 0.133 -0.76
C 5.154 -0.711 0.514 -0.56
P 1.634 -0.136 -1.397 2.76
C 1.186 -0.919 -2.983 0.37
C 0.828 -2.270 -2.960 -0.24
C 0.404 -2.898 -4.118 -0.79
C 0.319 -2.186 -5.308 -0.70
C 0.662 -0.844 -5.334 -0.66
C 1.091 -0.210 -4.177 -0.81
C 1.904 1.619 -1.739 -0.53
C 2.926 2.164 -2.468 -0.08
C 2.923 3.547 -2.736 -0.87
C 1.886 4.331 -2.309 -0.85
C 0.814 3.790 -1.558 1.68
C -0.300 4.562 -1.144 -1.28
C -1.312 3.967 -0.451 -1.15
C -1.239 2.601 -0.077 0.38
C -0.159 1.824 -0.400 -0.06
C 0.855 2.418 -1.220 -0.34
H 6.780 -2.039 0.067 0.39
H 5.699 -2.964 -1.951 0.42
H 3.479 -2.160 -2.647 0.39
H 3.380 0.479 0.720 0.33
H 5.625 -0.302 1.399 0.45
H 0.880 -2.832 -2.034 0.41
H 0.131 -3.945 -4.088 0.45
H -0.020 -2.677 -6.210 0.39
H 0.588 -0.282 -6.256 0.42
H 1.343 0.843 -4.204 0.36
H 3.726 1.539 -2.848 0.51
H 3.735 3.983 -3.302 0.42
H 1.871 5.389 -2.544 0.41
H -0.342 5.614 -1.401 0.36
H -2.181 4.544 -0.160 0.50
H -2.067 2.180 0.486 0.54
C -3.150 0.037 -1.315 -2.23
N -2.066 -0.761 -0.788 0.73
C -2.148 -2.039 -0.846 -0.03
C -1.102 -2.858 -0.315 -0.39
C -0.933 -4.242 -0.354 -1.21
C 0.319 -4.499 0.210 -0.95
C 0.851 -3.256 0.564 -1.22
N -0.001 -2.266 0.255 1.93
C -4.147 0.465 -0.262 0.89
C -3.909 0.272 1.093 0.67
C -4.821 0.720 2.038 -0.83
C -5.984 1.363 1.643 -0.56
C -6.230 1.554 0.290 -0.60
C -5.316 1.110 -0.652 -0.72
H -3.673 -0.494 -2.123 0.61
H -2.717 0.943 -1.751 0.29
H -3.005 -2.528 -1.321 0.43
H -1.639 -4.958 -0.745 0.54
H 0.787 -5.458 0.354 0.50
H 1.810 -3.053 1.013 0.25
H -3.004 -0.236 1.401 -0.09
H -4.623 0.560 3.091 0.43
H -6.696 1.707 2.381 0.41
H -7.137 2.049 -0.031 0.38
H -5.514 1.263 -1.707 0.42
C -0.539 2.434 4.519 -1.51
C -0.611 2.103 3.031 -0.27
P -0.130 0.402 2.533 1.01
C -1.241 -0.604 3.612 -0.83
C -1.431 -2.054 3.187 -1.10
C 1.512 0.246 3.340 -1.07
C 2.218 -1.067 3.040 -0.52
H -0.862 3.462 4.687 0.46
H 0.473 2.344 4.910 0.31
H -1.189 1.785 5.107 0.29
H 0.010 2.788 2.448 0.45
H -1.632 2.245 2.672 0.22
H -2.206 -0.089 3.591 0.19
H -0.879 -0.548 4.643 0.65
H -1.822 -2.121 2.173 0.02
H -2.129 -2.555 3.859 0.45
H -0.494 -2.610 3.198 0.32
H 1.394 0.384 4.418 0.57
H 2.109 1.084 2.964 0.43
H 1.666 -1.919 3.439 0.28
H 3.215 -1.077 3.482 0.43
H 2.320 -1.207 1.962 -0.40
```

The electronic energy comes out at -67201.252 eV. The calculation puts the HOMO-LUMO gap at 7.79 eV. The calculation puts the highest occupied orbital energy at -7.24 eV.

***

Entry 4:
DFT (ωB97M-V/def2-TZVPD) results for a molecular structure, C40H42N6SSiTi.

The geometry in XYZ format:
```
91
Properties=species:S:1:pos:R:3:mulliken_charge:R:1
Ti -0.219 0.106 -0.469 -0.31
C 4.002 0.306 -1.871 -1.87
C 2.707 0.404 -1.136 0.69
N 1.640 -0.295 -1.408 1.54
C 1.686 -1.296 -2.479 -0.76
C 0.322 -1.350 -3.130 -1.42
N -0.715 -1.342 -2.077 -0.20
C -1.072 -2.671 -1.527 -0.87
C -2.108 -2.441 -0.447 -0.76
N -1.522 -1.492 0.533 -0.10
C -2.463 -0.964 1.567 -0.73
C -2.502 0.561 1.545 -1.05
N -1.146 1.002 1.231 1.22
C -0.558 1.989 1.807 1.05
C -1.174 2.921 2.795 -2.16
C 0.834 2.165 1.377 -0.18
C 1.696 3.121 1.862 -0.98
C 3.017 3.157 1.406 -1.92
C 3.412 2.261 0.443 -0.21
C 2.487 1.341 -0.062 -0.40
N 1.235 1.254 0.445 0.98
H 4.307 -0.732 -1.995 0.52
H 4.800 0.817 -1.341 0.52
H 3.907 0.761 -2.860 0.33
H 1.965 -2.260 -2.044 0.24
H 2.437 -1.050 -3.229 0.65
H 0.224 -2.228 -3.773 0.50
H 0.171 -0.459 -3.738 0.38
H -1.567 -0.952 -2.478 -0.03
H -0.172 -3.132 -1.118 0.40
H -1.459 -3.323 -2.312 0.56
H -2.390 -3.378 0.037 0.52
H -3.007 -2.004 -0.873 0.08
H -0.861 -2.061 1.051 -0.62
H -2.099 -1.285 2.540 0.20
H -3.450 -1.398 1.430 0.60
H -2.837 0.932 2.513 0.69
H -3.161 0.937 0.762 0.31
H -2.248 3.003 2.644 0.55
H -0.747 3.917 2.712 0.60
H -0.996 2.556 3.811 0.24
H 1.360 3.835 2.599 0.58
H 3.708 3.890 1.797 0.51
H 4.421 2.270 0.057 0.58
S -3.568 0.570 -4.123 -0.20
C -4.716 -0.285 -3.150 0.62
C -5.862 -0.968 -3.550 -0.74
C -6.666 -1.511 -2.571 -0.61
C -6.348 -1.359 -1.215 -0.88
C -5.209 -0.689 -0.824 0.17
C -4.361 -0.159 -1.802 -0.49
N -3.174 0.541 -1.568 0.02
C -2.704 1.018 -2.684 0.23
C -1.538 1.911 -2.762 1.92
C -1.582 2.902 -3.748 -0.99
C -0.588 3.856 -3.840 -1.04
C 0.454 3.817 -2.931 -1.36
C 0.500 2.815 -1.970 -0.50
C -0.470 1.814 -1.844 1.13
H -6.126 -1.057 -4.595 0.45
H -7.567 -2.039 -2.852 0.41
H -7.017 -1.761 -0.467 0.45
H -4.989 -0.540 0.223 0.46
H -2.427 2.952 -4.423 0.47
H -0.641 4.628 -4.595 0.43
H 1.236 4.565 -2.965 0.54
H 1.354 2.848 -1.311 0.58
C -0.053 -0.899 5.709 -0.69
C -0.391 -2.016 4.957 -0.43
C 0.067 -2.136 3.652 -0.84
C 0.858 -1.145 3.062 1.08
C 1.210 -0.042 3.849 -0.30
C 0.762 0.081 5.156 -0.84
Si 1.430 -1.352 1.299 0.99
C 3.275 -1.338 1.091 0.74
C 3.839 -2.311 0.256 -0.50
C 5.211 -2.411 0.090 -0.84
C 6.052 -1.528 0.756 -0.57
C 5.514 -0.559 1.594 -0.81
C 4.141 -0.468 1.760 -0.07
H -0.397 -0.807 6.730 0.43
H -0.992 -2.803 5.394 0.47
H -0.178 -3.037 3.096 0.32
H 1.874 0.719 3.459 0.11
H 1.066 0.931 5.754 0.50
H 0.984 -2.724 0.894 -0.48
H 3.199 -3.031 -0.244 0.44
H 5.628 -3.186 -0.541 0.46
H 7.124 -1.605 0.637 0.44
H 6.169 0.115 2.130 0.52
H 3.748 0.289 2.431 0.27
```

As for the net charge: +2. The electronic energy comes out at -92920.685 eV. The calculation puts the HOMO-LUMO gap at 6.46 eV. The calculation puts the highest occupied orbital energy at -12.80 eV. Its energy relative to the best compared isomer or geometry (same formula, charge and spin) is 14.5 kcal/mol.

***

Entry 5:
DFT (ωB97M-V/def2-TZVPD) results for a molecular structure, C40H43Br2N2O2TaTe.

The geometry in XYZ format:
```
91
Properties=species:S:1:pos:R:3:mulliken_charge:R:1
Ta 1.022 1.322 0.180 1.18
C 2.031 4.752 1.363 -1.29
C 1.026 4.832 0.256 0.91
C 0.388 6.052 -0.060 -1.13
C -0.527 6.116 -1.069 -0.77
C -0.834 4.956 -1.815 0.46
C -1.761 4.868 -2.884 -0.07
Br -2.729 6.391 -3.427 -0.19
C -1.976 3.683 -3.528 -0.49
C -1.284 2.520 -3.128 0.06
Br -1.600 0.896 -4.017 -0.06
C -0.388 2.567 -2.098 -0.28
O 0.280 1.501 -1.612 -0.21
C -0.163 3.785 -1.442 0.15
N 0.743 3.732 -0.416 0.11
H 2.479 5.725 1.554 0.55
H 2.811 4.032 1.118 0.04
H 1.543 4.409 2.276 0.22
H 0.637 6.933 0.515 0.52
H -1.024 7.047 -1.306 0.39
H -2.684 3.624 -4.342 0.47
C -4.053 -3.303 -5.025 -1.66
C -3.306 -2.726 -3.852 0.77
C -1.929 -2.885 -3.725 -0.99
C -1.227 -2.351 -2.654 0.80
C 0.270 -2.525 -2.606 -1.16
C -1.935 -1.653 -1.667 0.11
Te -0.907 -0.836 0.004 1.84
N 0.777 0.105 1.851 -0.42
C 0.318 1.121 2.499 0.54
O 0.449 2.329 1.884 -0.40
C -0.401 1.059 3.799 -0.42
C 0.269 1.296 4.992 -0.13
C -0.409 1.169 6.196 -0.69
C -1.752 0.820 6.207 -0.40
C -2.424 0.597 5.012 -0.80
C -1.749 0.712 3.806 -0.12
C -0.268 -2.667 0.856 0.10
C 1.073 -3.057 0.884 0.55
C 2.216 -2.278 0.291 -0.93
C 1.398 -4.237 1.552 -0.91
C 0.447 -5.012 2.194 0.56
C 0.826 -6.265 2.937 -1.60
C -0.879 -4.593 2.143 -0.94
C -1.260 -3.431 1.490 0.77
C -2.720 -3.051 1.472 -1.25
C -3.317 -1.462 -1.770 1.08
C -4.168 -0.701 -0.779 -2.07
C -3.974 -2.013 -2.868 -0.81
H -3.368 -3.645 -5.800 0.37
H -4.726 -2.563 -5.459 0.39
H -4.660 -4.153 -4.710 0.33
H -1.384 -3.427 -4.491 0.36
H 0.650 -2.852 -3.572 0.50
H 0.553 -3.268 -1.857 0.27
H 0.757 -1.580 -2.358 -0.20
H 1.318 1.569 4.979 0.44
H 0.115 1.336 7.129 0.40
H -2.276 0.725 7.149 0.40
H -3.472 0.326 5.021 0.41
H -2.263 0.534 2.869 0.45
H 1.896 -1.622 -0.519 -0.48
H 2.976 -2.955 -0.102 0.67
H 2.678 -1.664 1.067 0.40
H 2.439 -4.546 1.576 0.39
H 1.901 -6.434 2.907 0.35
H 0.330 -7.136 2.503 0.36
H 0.516 -6.200 3.981 0.36
H -1.642 -5.190 2.634 0.44
H -3.305 -3.755 2.060 0.46
H -3.108 -3.055 0.451 0.15
H -2.874 -2.053 1.891 0.15
H -3.588 -0.185 -0.021 0.20
H -4.852 -1.382 -0.269 0.39
H -4.776 0.038 -1.302 0.52
H -5.047 -1.866 -2.953 0.46
C 4.319 0.059 -1.519 -1.62
C 4.164 1.410 -0.788 2.62
C 5.496 1.802 -0.145 -1.86
C 3.745 2.478 -1.811 -1.49
C 3.106 1.234 0.261 -1.49
H 5.111 0.153 -2.265 0.53
H 3.394 -0.219 -2.032 0.22
H 4.589 -0.740 -0.827 0.34
H 6.248 1.979 -0.916 0.44
H 5.861 1.013 0.517 0.46
H 5.392 2.718 0.442 0.37
H 4.505 2.568 -2.589 0.54
H 3.630 3.452 -1.331 0.29
H 2.797 2.217 -2.290 0.21
H 3.497 0.973 1.248 0.50
```

As for the multiplicity: 2. As for the net charge: +1. The electronic energy comes out at -198178.188 eV. The calculation puts the HOMO-LUMO gap (alpha / beta) at 7.41 / 6.05 eV. The calculation puts the highest occupied orbital energy (alpha / beta) at -10.81 / -10.82 eV. Its expectation value of S² is 0.754.

***

Number 1: strongest force on any atom 1.386 eV Å⁻¹. Number 2: strongest force on any atom 1.241 eV Å⁻¹. Number 3: strongest force on any atom 0.390 eV Å⁻¹. Number 4: strongest force on any atom 0.521 eV Å⁻¹. Number 5: strongest force on any atom 2.365 eV Å⁻¹.